{
  "formula": "C4H9NO",
  "method": "ωB97M-V/def2-TZVPD",
  "e_lumo_ev": 0.822,
  "smiles": "CCC(=O)NC",
  "e_homo_ev": -9.742,
  "homo_lumo_gap_ev": 10.565,
  "max_force_ev_per_a": 3.88,
  "symbols": ["C", "C", "C", "O", "N", "C", "H", "H", "H", "H", "H", "H", "H", "H", "H"],
  "positions_angstrom": [[1.4054, 0.0338, 2.0887], [0.4274, -0.4565, 0.9672], [0.1710, 0.3734, -0.2883], [1.0677, 0.9416, -0.9540], [-1.1275, 0.1304, -0.7315], [-1.2857, 0.2707, -2.2397], [1.0757, -0.6015, 2.9747], [1.1506, 1.0824, 2.3136], [2.5146, 0.1388, 1.8936], [0.7252, -1.4448, 0.6881], [-0.5621, -0.6387, 1.3925], [-1.6502, -0.6075, -0.3309], [-0.3145, 0.0489, -2.6936], [-2.0000, -0.5815, -2.5089], [-1.5975, 1.3105, -2.5715]],
  "forces_ev_per_angstrom": [[-0.9, 0.6, 0.2], [0.5, 1.0, 0.9], [1.6, -1.1, -1.0], [-2.6, -0.8, 1.7], [1.7, 2.1, -2.8], [-0.9, -0.7, 0.9], [1.2, 0.9, -0.8], [-0.2, -0.3, 0.2], [-1.3, -1.0, 0.0], [0.4, -0.6, -0.8], [0.1, 0.3, 0.5], [-0.2, -0.5, 0.6], [-0.2, 0.1, 0.0], [0.7, 1.6, -0.1], [0.1, -1.5, 0.6]],
  "nbo_charge": [-0.6156, -0.4875, 0.6767, -0.6161, -0.6264, -0.4263, 0.2132, 0.2104, 0.2319, 0.2251, 0.1961, 0.3888, 0.2189, 0.1967, 0.2141]
}


{
  "formula": "C28H32ClF6N14O3PS2Ti",
  "method": "ωB97M-V/def2-TZVPD",
  "e_lumo_ev": [1.322, 1.342],
  "e_homo_ev": [-5.526, -5.572],
  "multiplicity": 2,
  "homo_lumo_gap_ev": [6.849, 6.914],
  "max_force_ev_per_a": 2.69,
  "total_charge": -1,
  "symbols": ["Ti", "N", "C", "N", "N", "N", "N", "C", "N", "N", "N", "N", "H", "O", "S", "O", "N", "C", "S", "C", "C", "C", "C", "C", "C", "H", "H", "H", "H", "F", "P", "F", "F", "F", "F", "F", "C", "C", "C", "N", "H", "H", "H", "H", "H", "C", "C", "C", "C", "C", "O", "C", "C", "C", "C", "C", "C", "Cl", "C", "C", "C", "N", "C", "N", "C", "N", "H", "H", "H", "H", "H", "H", "H", "H", "H", "H", "H", "H", "H", "H", "H", "H", "H", "H", "H", "H", "H", "H"],
  "positions_angstrom": [[-0.2709, 0.1562, -0.1370], [1.8160, -0.5053, 2.5299], [0.4714, -0.5981, 2.7306], [-0.1038, -1.0196, 3.8425], [-1.4189, -0.9426, 3.6089], [-1.6435, -0.5015, 2.4186], [-0.4613, -0.2591, 1.8151], [2.3515, 0.0883, 1.4184], [3.6114, 0.4636, 1.2867], [3.6850, 1.0106, 0.0629], [2.5411, 0.9749, -0.5251], [1.6528, 0.3856, 0.3083], [2.4282, -0.7080, 3.2995], [-0.7926, 2.9034, -2.5114], [-1.1522, 3.2089, -1.1550], [-2.5782, 3.2589, -0.9118], [-0.4093, 2.2240, -0.0112], [0.0052, 3.0898, 1.0111], [0.3767, 2.7117, 2.5944], [0.0078, 4.4960, 0.6610], [0.4516, 5.5717, 1.4292], [0.3538, 6.8487, 0.9147], [-0.1614, 7.0766, -0.3610], [-0.6013, 6.0109, -1.1301], [-0.5036, 4.7445, -0.5997], [0.8657, 5.3770, 2.4089], [0.6834, 7.6894, 1.5115], [-0.2114, 8.0839, -0.7512], [-0.9977, 6.1602, -2.1267], [-0.9171, -1.9012, -0.4723], [0.3650, -3.0273, -0.6685], [1.1861, -1.8608, -1.4430], [-0.3012, -3.4625, -2.0610], [1.5815, -4.0342, -0.8380], [0.9610, -2.4630, 0.7150], [-0.5004, -4.1020, 0.1284], [1.3023, 1.8816, -4.7467], [0.3837, 0.6544, -4.6075], [0.0720, 0.4274, -3.2127], [-0.1448, 0.2788, -2.1011], [1.4766, 2.0959, -5.7996], [2.2528, 1.6944, -4.2498], [0.8326, 2.7386, -4.2733], [0.8716, -0.2430, -4.9909], [-0.5486, 0.8101, -5.1523], [-7.3232, 0.4105, 3.6342], [-6.3377, 0.3770, 2.4515], [-5.1482, -0.4931, 2.8759], [-7.0808, -0.2885, 1.2834], [-5.9337, 1.8430, 2.0638], [-7.1394, 2.6143, 1.9057], [-5.1007, 2.5681, 3.1427], [-3.5788, 2.3340, 3.2251], [-3.0569, 2.6528, 4.6045], [-3.2024, 3.9250, 5.1510], [-2.7823, 4.2023, 6.4419], [-2.2079, 3.1905, 7.1935], [-1.7110, 3.5208, 8.8288], [-2.0228, 1.9257, 6.6641], [-2.4511, 1.6621, 5.3706], [-5.3114, 2.0302, 0.6514], [-4.3169, 1.0923, 0.1752], [-3.0181, 1.0791, 0.4496], [-2.3974, 0.2199, -0.3319], [-3.3971, -0.2927, -1.0994], [-4.5700, 0.2179, -0.8294], [-7.5089, -0.6114, 3.9660], [-8.2828, 0.8415, 3.3425], [-6.9259, 0.9618, 4.4888], [-5.4942, -1.5208, 3.0026], [-4.7386, -0.1654, 3.8337], [-4.3379, -0.5127, 2.1496], [-7.5816, -1.1919, 1.6381], [-6.4096, -0.5719, 0.4792], [-7.8397, 0.3861, 0.8830], [-7.5354, 2.7286, 2.7748], [-5.5339, 2.3384, 4.1192], [-5.2707, 3.6338, 2.9681], [-3.0752, 2.9850, 2.5039], [-3.3184, 1.3011, 3.0042], [-3.6490, 4.7167, 4.5597], [-2.9017, 5.1907, 6.8647], [-1.5454, 1.1528, 7.2507], [-2.2968, 0.6740, 4.9495], [-4.8574, 3.0220, 0.6136], [-6.1270, 2.0077, -0.0666], [-2.5435, 1.6808, 1.1962], [-3.2460, -1.0523, -1.8473]],
  "forces_ev_per_angstrom": [[-0.5, -1.0, 1.1], [0.0, 0.1, -0.1], [-0.8, -0.1, 0.0], [0.6, 0.0, 0.2], [-0.2, 0.1, -0.5], [-0.3, -0.1, 0.6], [0.3, -0.5, 1.0], [0.2, 0.3, -0.4], [-0.1, -0.3, 0.5], [-0.3, 0.0, -0.3], [0.4, 0.2, 0.0], [0.9, 0.0, 0.6], [0.0, 0.0, 0.0], [0.3, 0.2, 0.0], [-0.7, -0.1, -0.5], [0.1, 0.1, 0.1], [0.0, 2.7, 0.4], [0.1, -1.8, 1.5], [-0.2, -0.2, -1.1], [0.1, 1.4, -0.8], [0.0, -0.3, 0.1], [0.0, 0.2, -0.1], [0.0, -0.2, 0.0], [-0.1, 0.1, -0.5], [0.2, -0.5, 0.7], [0.0, 0.0, 0.0], [0.0, 0.0, 0.0], [0.0, 0.0, 0.0], [-0.1, 0.0, 0.0], [0.4, 0.2, -0.2], [0.5, -0.5, 0.1], [-0.2, 0.0, 0.0], [-0.1, 0.0, 0.1], [0.0, -0.2, -0.1], [-0.1, -0.1, 0.0], [-0.2, 0.1, -0.1], [0.0, -0.1, 0.1], [0.2, 0.3, -0.2], [-0.1, -0.2, 0.1], [0.3, 0.0, -2.4], [0.0, 0.0, 0.0], [0.0, 0.0, 0.0], [0.0, 0.1, 0.0], [-0.1, 0.0, 0.0], [0.0, -0.1, 0.1], [0.1, 0.1, -0.1], [-0.1, 0.0, -0.1], [-0.1, 0.1, 0.0], [0.0, 0.1, 0.1], [0.2, -0.1, 0.1], [0.0, 0.0, -0.2], [0.0, -0.1, 0.0], [-0.2, 0.0, 0.2], [0.0, 0.0, 0.0], [0.0, 0.0, 0.0], [0.0, 0.0, 0.0], [0.0, -0.1, -0.1], [0.1, 0.0, 0.1], [0.0, 0.0, 0.0], [0.0, 0.0, 0.0], [-0.3, 0.1, 0.2], [0.4, -0.1, 0.2], [-0.3, -0.1, 0.0], [-0.7, 0.2, 0.0], [0.0, 0.1, 0.1], [-0.2, -0.1, -0.2], [0.0, 0.0, 0.0], [0.0, 0.0, 0.0], [-0.1, 0.0, 0.0], [0.0, 0.0, 0.0], [0.0, 0.0, 0.0], [0.0, 0.0, 0.0], [0.0, 0.0, 0.0], [0.1, 0.0, -0.1], [0.0, 0.0, 0.0], [0.0, 0.0, 0.0], [0.0, 0.0, 0.0], [0.0, 0.0, 0.1], [0.0, 0.0, 0.0], [0.0, 0.1, 0.0], [0.0, 0.0, 0.0], [0.0, 0.0, 0.0], [0.0, 0.0, 0.0], [0.0, 0.0, 0.0], [-0.1, 0.0, -0.1], [0.0, -0.1, 0.0], [0.0, 0.0, -0.1], [0.0, 0.0, 0.0]],
  "lowdin_spin": [0.8780, -0.0011, 0.0044, 0.0007, 0.0029, 0.0051, 0.0063, 0.0011, 0.0012, -0.0004, 0.0069, 0.0053, 0.0001, 0.0003, 0.0005, 0.0001, -0.0005, 0.0013, -0.0012, -0.0001, 0.0001, 0.0000, 0.0001, 0.0000, 0.0002, 0.0000, 0.0000, 0.0000, 0.0000, -0.0012, 0.0001, 0.0034, 0.0000, 0.0001, 0.0015, -0.0001, 0.0006, 0.0079, 0.0422, 0.0071, 0.0000, 0.0000, 0.0000, 0.0014, 0.0027, 0.0000, 0.0000, 0.0000, 0.0001, 0.0001, 0.0000, 0.0000, 0.0000, 0.0000, 0.0000, 0.0000, 0.0000, 0.0000, 0.0000, 0.0000, 0.0001, 0.0022, 0.0091, 0.0050, 0.0040, 0.0017, 0.0000, 0.0000, 0.0000, 0.0000, 0.0000, 0.0000, 0.0000, 0.0000, 0.0000, 0.0000, 0.0000, 0.0000, 0.0000, 0.0000, 0.0000, 0.0000, 0.0000, 0.0000, 0.0000, 0.0000, 0.0006, 0.0002]
}


{
  "formula": "C3H10N2",
  "method": "ωB97M-V/def2-TZVPD",
  "e_lumo_ev": 0.873,
  "smiles": "C=N.CCN",
  "e_homo_ev": -8.596,
  "homo_lumo_gap_ev": 9.469,
  "max_force_ev_per_a": 3.99,
  "symbols": ["C", "N", "H", "H", "H", "C", "C", "N", "H", "H", "H", "H", "H", "H", "H"],
  "positions_angstrom": [[1.2266, -1.9040, 1.9776], [1.1478, -1.4163, 3.1841], [0.8634, -2.8703, 1.7682], [1.8234, -1.3996, 1.1050], [0.6753, -0.4518, 3.1785], [-0.8801, 1.8679, -0.6350], [-0.2324, 0.7177, -1.4997], [-0.3454, -0.6671, -0.9465], [-1.9031, 1.9018, -0.7397], [-0.5949, 2.7812, -1.1525], [-0.5155, 1.9459, 0.4353], [0.9625, 0.7761, -1.7359], [-0.5813, 0.8269, -2.5391], [-0.3030, -1.3076, -1.7836], [-1.3432, -0.8007, -0.6165]],
  "forces_ev_per_angstrom": [[2.2, 2.9, 0.8], [-3.4, -0.1, -2.0], [0.5, -1.8, 0.0], [-1.9, -0.3, 1.1], [2.8, -0.8, 0.1], [3.8, -0.5, -0.1], [2.6, 0.0, -0.3], [-2.1, -0.3, -1.0], [-2.5, -0.6, 0.2], [0.4, 0.3, 0.2], [-0.6, -0.4, -1.3], [-2.6, 0.6, 1.2], [-0.6, -0.2, 0.4], [0.1, 0.7, 1.3], [1.4, 0.2, -0.4]],
  "nbo_charge": [0.0430, -0.7068, 0.1462, 0.1439, 0.3708, -0.6272, -0.2115, -0.8383, 0.2059, 0.2165, 0.2146, 0.1754, 0.1688, 0.3539, 0.3447]
}


{
  "formula": "C2H14NO5",
  "method": "ωB97M-V/def2-TZVPD",
  "e_lumo_ev": 3.384,
  "e_homo_ev": -4.742,
  "homo_lumo_gap_ev": 8.126,
  "max_force_ev_per_a": 3.16,
  "total_charge": -1,
  "symbols": ["C", "O", "C", "N", "H", "H", "H", "H", "H", "H", "H", "H", "O", "H", "H", "O", "H", "H", "O", "H", "H", "O"],
  "positions_angstrom": [[2.1949, -0.9043, 1.5335], [0.8156, -0.7586, 1.9112], [2.2693, -1.0420, 0.0453], [1.6610, 0.1274, -0.6256], [2.6901, 0.0265, 1.8575], [2.4833, -1.8515, 2.0070], [3.2707, -1.2240, -0.3909], [1.8626, -1.9162, -0.4839], [1.9674, 0.2408, -1.5859], [0.6865, -0.1422, -0.7746], [-2.5981, 2.6757, 0.8277], [-2.5990, 1.1366, 0.7164], [-2.8984, 1.8841, 1.2716], [-0.6199, 1.5147, -1.0052], [0.5318, 1.9887, -0.2361], [-0.3453, 2.2857, -0.4756], [-2.4609, -0.9322, -1.2249], [-2.8129, -0.7622, -2.8286], [-2.8873, -1.3692, -2.1112], [-1.8351, -0.7942, 0.4082], [0.3452, -0.0456, 1.4541], [-1.7214, -0.1380, -0.2899]],
  "forces_ev_per_angstrom": [[-1.9, 0.2, -0.3], [0.0, -0.5, 0.5], [1.1, -0.2, -3.0], [-0.5, -0.1, 0.0], [0.5, -0.7, 0.0], [0.5, 0.6, 0.2], [0.4, 0.9, 0.9], [-0.9, -0.5, 1.4], [0.5, -0.1, 0.1], [-0.4, 0.3, 0.4], [0.3, -0.1, -0.2], [0.5, -0.1, -0.4], [-0.7, 0.1, 0.6], [-0.7, 0.2, 0.6], [0.5, 0.0, 0.3], [0.0, 0.2, -0.8], [0.0, 0.5, -1.4], [0.2, 0.8, -0.4], [-0.3, -1.2, 1.1], [0.3, 0.1, 0.1], [0.3, 0.0, -0.3], [0.0, -0.3, 0.5]],
  "nbo_charge": [-0.0770, -0.7502, -0.2592, -0.8908, 0.1704, 0.1801, 0.1765, 0.1888, 0.3550, 0.3999, 0.4605, 0.5159, -1.0096, 0.4929, 0.4713, -0.9739, 0.5039, 0.4354, -1.0729, 0.4347, 0.4996, -1.2510]
}


{
  "formula": "C4H9N",
  "method": "ωB97M-V/def2-TZVPD",
  "e_lumo_ev": 1.050,
  "smiles": "CC(C)=CN",
  "e_homo_ev": -7.758,
  "homo_lumo_gap_ev": 8.808,
  "max_force_ev_per_a": 1.26,
  "symbols": ["C", "C", "C", "C", "N", "H", "H", "H", "H", "H", "H", "H", "H", "H"],
  "positions_angstrom": [[0.2076, -0.7643, 1.2269], [-0.0254, -0.2715, -0.1640], [0.5702, -1.0470, -1.3168], [-0.4872, 0.9591, -0.4071], [-1.0639, 1.8435, 0.5078], [-0.6463, -1.3147, 1.6561], [1.0307, -1.4739, 1.2804], [0.3936, 0.0083, 1.9572], [1.2241, -1.8354, -0.9492], [-0.1399, -1.5593, -1.9681], [1.2201, -0.4692, -1.9819], [-0.5396, 1.2848, -1.4347], [-1.0964, 2.7908, 0.1628], [-0.6476, 1.8487, 1.4306]],
  "forces_ev_per_angstrom": [[-0.7, -0.9, 0.5], [0.8, 0.9, -0.3], [0.3, -0.6, -0.2], [-0.3, -0.6, 0.0], [0.2, 0.4, 0.2], [0.0, 0.1, -0.3], [0.2, 0.1, -0.1], [0.2, 0.5, 0.1], [0.0, -0.1, 0.2], [-0.3, 0.1, 0.1], [-0.2, 0.3, 0.2], [-0.1, 0.2, -0.2], [0.0, 0.0, 0.0], [-0.1, -0.2, 0.0]],
  "nbo_charge": [-0.6380, -0.1001, -0.6254, 0.0039, -0.8157, 0.2152, 0.2137, 0.1998, 0.2064, 0.2102, 0.2116, 0.1809, 0.3697, 0.3676]
}


{
  "formula": "C6H9N3O2S",
  "method": "ωB97M-V/def2-TZVPD",
  "e_lumo_ev": -0.780,
  "e_homo_ev": -8.110,
  "homo_lumo_gap_ev": 7.330,
  "max_force_ev_per_a": 4.29,
  "symbols": ["C", "C", "C", "C", "C", "C", "N", "N", "N", "O", "O", "S", "H", "H", "H", "H", "H", "H", "H", "H", "H"],
  "positions_angstrom": [[3.0934, -0.6155, 0.9217], [1.7234, -0.5478, 0.5196], [1.6946, 0.5722, -0.3352], [0.3088, 0.9093, -0.9814], [-0.6392, -0.1528, -0.6544], [-3.4356, -0.7940, 0.0098], [3.8083, 0.3334, 0.3204], [2.9492, 1.0413, -0.4235], [0.6215, -1.2428, 0.8054], [-2.3725, 1.6504, -0.2089], [-1.6178, 0.2466, 1.6611], [-1.9996, 0.3697, 0.2588], [3.6330, -1.2355, 1.5587], [0.1217, 1.8657, -0.5954], [0.4140, 0.8945, -2.0641], [-0.7397, -1.0226, -1.3125], [-3.0170, -1.6281, 0.4050], [-4.2250, -0.5314, 0.6741], [-3.7630, -0.8253, -1.0216], [3.3619, 1.7387, -1.1510], [0.0796, -1.0259, 1.6133]],
  "forces_ev_per_angstrom": [[-0.8, 1.4, -1.5], [2.1, 2.8, -0.4], [-1.3, -2.1, 0.3], [3.1, -0.7, -0.6], [2.1, -3.1, 2.0], [1.2, 2.7, -0.9], [0.0, 0.1, 0.0], [1.3, 2.0, -2.2], [-3.2, -1.1, -2.7], [-0.4, 1.7, -0.9], [-0.6, 0.0, -0.8], [-1.8, -1.2, 2.7], [0.3, -1.2, 1.0], [-1.2, 1.4, 0.2], [0.1, 0.5, -0.2], [-0.1, 0.6, 0.1], [1.0, -3.2, 0.6], [-0.5, 0.8, 0.4], [0.1, -0.1, -0.1], [-1.2, -1.9, 2.1], [-0.2, 0.7, 0.7]],
  "nbo_charge": [-0.0705, -0.0177, 0.1200, -0.4973, -0.3503, -0.8149, -0.2574, -0.3394, -0.5173, -0.9411, -0.9553, 2.1424, 0.2122, 0.2617, 0.2403, 0.2614, 0.2275, 0.2554, 0.2376, 0.4182, 0.3846]
}